Record 1
Molecular formula: C8H20FNOPS
Method: DFT, the ωB97M-V functional and the def2-TZVPD basis

Each line ends with the Mulliken charge.
CARTESIAN COORDINATES (ANGSTROEM)
C 1.55789 -3.53320 0.47167  -1.04
P 1.02699 -1.75175 0.39901  0.17
C -0.31667 -1.45094 -0.84287  -0.81
N 2.44948 -0.62387 0.10671  0.45
F 3.61639 -1.41777 0.21886  -0.23
C 2.43734 0.39676 1.23393  -0.62
C 1.75535 1.64330 0.55744  -0.24
C 1.94991 1.50561 -0.99488  -0.40
C 2.54839 0.07429 -1.19609  -0.82
H 0.63414 -4.12710 0.41946  0.38
H 1.98394 -3.72260 1.46548  0.34
H 2.27082 -3.85507 -0.29779  0.36
H -0.34093 -0.43330 -1.24265  0.18
H -1.25863 -1.57557 -0.29408  0.29
H -0.35789 -2.18579 -1.66573  0.39
H 1.81396 -0.10325 1.98068  0.41
H 3.46532 0.56391 1.57826  0.38
H 2.26142 2.49195 1.03492  0.37
H 0.69987 1.73929 0.84229  0.08
H 2.69471 2.21364 -1.36919  0.33
H 0.98690 1.63062 -1.49700  0.25
H 2.33539 -0.49095 -2.10676  0.38
H 3.62553 0.29229 -1.30886  0.39
C -4.06278 2.49824 -0.25710  -1.05
S -2.80018 1.48471 0.52815  0.52
O -1.87721 1.01100 -0.55200  -0.57
C -3.88678 0.10929 0.94157  -1.03
H -3.58929 3.40403 -0.63132  0.33
H -4.51157 1.95206 -1.08695  0.32
H -4.82307 2.76300 0.47747  0.42
H -4.34758 -0.28383 0.03488  0.33
H -4.65235 0.44968 1.63812  0.45
H -3.28879 -0.66866 1.41435  0.30

Results
**Net charge**: +1
**HOMO level**: -11.9 eV
**Calculated total energy**: -34989.5483 eV
**Frontier orbital gap**: 8.99 eV

***

Record 2
Molecular formula: C39H69Cl3IN2O28S6
Method: DFT, the ωB97M-V functional and the def2-TZVPD basis

Each line ends with the Mulliken charge.
CARTESIAN COORDINATES (ANGSTROEM)
C -2.65506 0.34816 -1.67052  -1.61
C -1.76895 -0.89511 -1.58302  -1.23
C -0.30465 -0.73589 -1.06561  3.86
C -0.05829 0.69882 -0.55605  -1.01
C 0.03170 1.85946 -1.57297  0.09
C 1.34732 2.67202 -1.54992  -0.26
C 1.07107 4.17469 -1.44456  -0.54
C 0.69265 4.86781 -2.75355  -0.99
O -0.57816 5.54288 -2.61707  -0.33
C -1.66889 4.76659 -2.79336  0.82
C -2.77075 5.08235 -1.83324  -0.93
O -1.72407 3.90263 -3.62786  -0.59
C 0.86922 -1.22695 -1.97904  1.27
C 1.25492 -0.49072 -3.26059  -0.76
C 0.15269 -0.48597 -4.33042  -0.88
C 0.73304 -0.50479 -5.75151  -0.40
Cl 0.73354 -2.15229 -6.42477  -0.23
C 1.97892 -1.30640 -0.95468  -0.09
C 3.42297 -1.18227 -1.24865  -2.13
C 3.99135 0.25194 -1.32604  -0.45
O 5.38521 0.24064 -1.09811  -0.56
N 1.50135 -1.52041 0.22861  1.19
C 2.26797 -1.54947 1.49151  -1.77
C 3.03017 -0.28282 1.85918  0.86
C 3.39215 -0.36894 3.35712  -0.91
C 3.23698 0.95030 4.10010  -1.21
N 1.83410 1.37634 4.10672  0.05
C 1.01980 0.77023 5.07076  0.56
C -0.43755 1.11956 4.99978  -0.12
O 1.47295 -0.01971 5.87091  -0.77
C 0.01617 -1.73868 0.13267  -1.32
I -1.07007 -1.06086 1.89035  0.25
C -0.26502 -3.24410 -0.04934  -0.14
Cl -0.97832 -3.83732 -1.52828  -0.17
C -0.00571 -4.23888 0.81263  0.71
C -0.32912 -5.68662 0.57034  -1.56
Cl 0.72701 -3.96450 2.34318  0.17
H -3.64482 0.02411 -1.99756  0.59
H -2.79978 0.82853 -0.70169  0.32
H -2.31216 1.08302 -2.39610  0.22
H -1.73881 -1.33558 -2.57663  0.39
H -2.30133 -1.62527 -0.97682  0.66
H -0.87457 0.94043 0.11569  0.79
H 0.83543 0.73952 0.06868  -1.06
H -0.23039 1.56484 -2.58565  -0.76
H -0.75802 2.55707 -1.28579  0.46
H 1.91874 2.40672 -0.65758  -0.16
H 1.94641 2.48147 -2.44355  0.46
H 0.28152 4.31158 -0.70152  -0.06
H 1.95678 4.66348 -1.03122  0.67
H 1.39941 5.65961 -2.99240  0.45
H 0.64911 4.17849 -3.59629  0.47
H -2.41033 4.89037 -0.81938  0.09
H -3.05351 6.13305 -1.87722  0.31
H -3.62936 4.45283 -2.04865  0.38
H 0.73341 -2.27272 -2.26175  0.50
H 1.62571 0.51510 -3.06882  -0.30
H 2.09619 -1.03733 -3.70239  0.91
H -0.43957 -1.39252 -4.20967  0.63
H -0.49745 0.38505 -4.23826  0.05
H 1.77504 -0.18784 -5.74852  0.42
H 0.18357 0.15413 -6.41181  0.06
H 3.62654 -1.69984 -2.18976  0.83
H 3.99154 -1.70713 -0.47661  0.51
H 3.57917 0.87235 -0.53668  0.11
H 3.77347 0.69078 -2.30179  0.31
H 5.82914 -0.27594 -1.78102  0.39
H 2.90728 -2.43399 1.50260  0.22
H 1.52426 -1.69695 2.26727  0.23
H 3.96807 -0.21805 1.30820  0.20
H 2.41101 0.60010 1.69253  -0.22
H 2.75500 -1.10120 3.86142  0.29
H 4.41793 -0.72584 3.46378  0.57
H 3.81055 1.72831 3.58994  0.49
H 3.62876 0.84446 5.11170  0.47
H 1.73448 2.38335 4.08737  0.18
H -1.02139 0.19936 4.99306  -0.31
H -0.66818 1.68975 4.09998  -0.01
H -0.71309 1.70990 5.87364  0.33
H -0.07688 -6.26109 1.45342  0.12
H 0.28570 -6.04646 -0.25764  0.40
H -1.38699 -5.79790 0.33557  0.45
C -0.85478 7.55704 2.17035  -0.43
C 0.31428 7.12117 1.30884  0.11
O 0.86158 5.99716 2.02388  -0.31
S -0.30865 5.19464 2.75212  1.17
O -0.69092 4.08759 1.94144  -0.40
O 0.06282 5.00165 4.10536  -0.64
O -1.42538 6.31449 2.62540  -0.36
H -0.53121 8.13185 3.03824  0.31
H -1.60846 8.11151 1.61951  0.34
H 1.08019 7.88394 1.20881  0.36
H -0.01027 6.78768 0.32033  -0.13
C 0.59185 -2.83043 6.28445  -0.08
C -0.01518 -3.36547 7.56474  -0.39
O -1.31937 -2.74970 7.60724  -0.35
S -1.88866 -2.57056 6.13705  1.04
O -2.76812 -3.64273 5.82427  -0.52
O -2.30364 -1.22489 5.96436  -0.65
O -0.51837 -2.80986 5.36244  -0.07
H 0.96576 -1.81080 6.40108  0.16
H 1.37258 -3.47398 5.88768  0.40
H 0.53945 -3.08242 8.45374  0.35
H -0.13518 -4.44723 7.52990  0.21
C -2.76817 7.82339 -4.14549  0.12
C -2.68087 8.07280 -5.63787  -0.27
O -3.69935 9.05218 -5.87566  -0.33
S -3.82517 10.03756 -4.62437  1.13
O -3.06753 11.21271 -4.84936  -0.53
O -5.18718 10.09773 -4.24287  -0.54
O -3.01350 9.11912 -3.58886  -0.32
H -3.60954 7.17155 -3.90118  0.14
H -1.84757 7.42544 -3.72783  0.01
H -2.88962 7.18778 -6.23157  0.29
H -1.71335 8.49041 -5.92288  0.35
C -1.14595 3.04921 -9.48187  -0.39
C -0.85231 2.68474 -8.03957  -0.26
O 0.27422 1.79794 -8.13698  -0.23
S 1.21270 2.23503 -9.36337  1.06
O 2.27831 3.03232 -8.87397  -0.55
O 1.45360 1.08905 -10.15754  -0.52
O 0.15397 3.19092 -10.07217  -0.31
H -1.68396 2.25453 -10.00048  0.31
H -1.68445 3.98680 -9.58314  0.31
H -1.67446 2.16511 -7.55530  0.31
H -0.56584 3.55701 -7.44906  0.25
C 0.41741 -10.13419 2.25874  -0.31
C 1.40657 -10.12917 3.40381  -0.09
O 2.54442 -9.41060 2.86749  -0.36
S 2.03563 -8.26859 1.90133  1.08
O 1.95394 -7.03611 2.60887  -0.43
O 2.73182 -8.33855 0.66764  -0.60
O 0.54748 -8.80915 1.70585  -0.29
H 0.66189 -10.86866 1.49013  0.29
H -0.60487 -10.27290 2.59798  0.30
H 1.72330 -11.12222 3.70423  0.33
H 0.98141 -9.57771 4.23843  0.10
C -3.55475 -7.61501 5.06505  -0.33
C -3.53702 -7.54826 6.57796  -0.31
O -2.40207 -8.36318 6.93961  -0.32
S -1.26539 -8.22431 5.84439  1.13
O -0.28856 -7.27720 6.24898  -0.52
O -0.85991 -9.52964 5.44887  -0.60
O -2.15863 -7.57003 4.70538  -0.26
H -3.97710 -8.55406 4.70471  0.29
H -4.06430 -6.77363 4.60889  0.33
H -4.42897 -7.96263 7.03692  0.31
H -3.37285 -6.53199 6.93810  0.23

Results
**Net charge**: +1
**HOMO level**: -11.6 eV
**Calculated total energy**: -212540.9023 eV
**Frontier orbital gap**: 8.58 eV

***

Record 3
Molecular formula: C36H54N5O4PPt
Method: DFT, the ωB97M-V functional and the def2-TZVPD basis

Each line ends with the Mulliken charge.
CARTESIAN COORDINATES (ANGSTROEM)
Pt 0.68054 0.63009 1.52875  3.20
C 1.24436 4.37699 -0.63954  -1.06
C 2.67867 4.37279 -0.12336  0.59
C 2.75104 4.74252 1.36158  -1.45
C 3.52860 3.13447 -0.38400  0.12
C 4.87743 3.39743 -0.61526  -0.87
C 5.81488 2.39355 -0.75347  -1.66
C 5.41314 1.07556 -0.66513  -0.27
C 4.08096 0.74263 -0.45783  0.48
C 3.69526 -0.71392 -0.34227  3.12
C 4.35006 -1.59395 -1.40444  -1.82
C 4.02395 -1.22842 1.05997  -1.32
C 3.14518 1.78142 -0.32800  -0.66
N 1.74780 1.40266 -0.18120  -0.23
C 1.01578 1.39431 -1.21572  -0.40
C -0.44743 1.15751 -1.19278  0.15
N -1.09562 1.14533 -0.10850  1.02
C -2.50399 1.01732 -0.10208  0.22
C -3.08143 0.26331 0.94594  0.45
C -4.43294 -0.04611 0.87629  -0.40
C -5.22450 0.40659 -0.16151  -1.70
C -4.67579 1.26035 -1.09654  -0.52
C -3.33017 1.61915 -1.08276  0.32
C -2.99918 2.74574 -2.07368  -0.01
C -1.90432 3.73922 -1.69172  -1.51
C -2.86124 2.26783 -3.52334  -1.58
C -2.36227 -0.16516 2.21304  2.86
C -2.81490 0.73082 3.37079  -1.91
C -2.52926 -1.64450 2.55045  -1.64
H 0.84498 5.39076 -0.60213  0.77
H 0.58452 3.75789 -0.03415  -0.51
H 1.19703 4.03037 -1.67552  0.35
H 3.19084 5.17434 -0.66271  0.52
H 2.34073 3.95127 1.98556  0.22
H 2.18994 5.66046 1.55077  0.41
H 3.78795 4.90066 1.66301  0.43
H 5.19124 4.43319 -0.67414  0.45
H 6.85477 2.63964 -0.92538  0.37
H 6.14225 0.28218 -0.76574  0.34
H 2.62537 -0.81225 -0.48267  -1.68
H 5.43128 -1.66741 -1.26710  0.39
H 4.16169 -1.20911 -2.40913  0.42
H 3.92175 -2.59274 -1.33969  0.40
H 5.09840 -1.16317 1.25200  0.46
H 3.71424 -2.26971 1.14718  0.27
H 3.50473 -0.65428 1.83114  0.22
H 1.45908 1.61952 -2.18442  0.39
H -0.92225 1.03008 -2.16075  -0.59
H -4.87728 -0.64269 1.66181  0.41
H -6.27436 0.14693 -0.20666  0.39
H -5.31730 1.70614 -1.84864  0.51
H -3.91766 3.33773 -2.05374  1.01
H -0.90345 3.41572 -1.97029  0.17
H -1.90641 3.95912 -0.62258  0.14
H -2.08172 4.67554 -2.22290  0.48
H -1.97002 1.65971 -3.69146  0.19
H -2.79744 3.12957 -4.19027  0.46
H -3.72230 1.66854 -3.82254  0.40
H -1.28536 -0.00528 2.09992  -2.04
H -3.87035 0.56259 3.59645  0.43
H -2.68683 1.78789 3.13083  0.36
H -2.23698 0.50861 4.26987  0.44
H -3.57480 -1.89853 2.73395  0.34
H -1.97492 -1.87139 3.46364  0.50
H -2.14738 -2.28497 1.75504  0.19
N -0.87341 6.43138 1.21908  -0.63
C -0.98051 5.40914 1.74891  0.62
N -1.19445 4.25402 2.37216  -0.75
C -0.35632 3.30730 2.32796  0.92
N 0.39290 2.40249 2.39244  -0.64
C -0.79839 -3.75280 -2.39846  -1.60
C -1.56273 -2.60182 -1.75980  1.69
C -2.80400 -3.09697 -1.03234  -1.04
C -1.93955 -1.57748 -2.81893  -1.68
O -0.76016 -1.85154 -0.79235  -0.16
P 0.44640 -2.43883 0.07051  0.20
O 1.57938 -2.93134 -0.73299  -0.76
O 0.76561 -1.33575 1.09669  -0.86
O -0.29471 -3.58528 0.89965  0.41
C 0.35457 -4.66062 1.63834  1.70
C 1.52545 -4.12109 2.44485  -1.56
C 0.80700 -5.72907 0.65501  -1.70
C -0.73705 -5.18598 2.55719  -1.69
H -1.43328 -4.20470 -3.16269  0.52
H -0.54338 -4.51820 -1.66761  0.16
H 0.12483 -3.40523 -2.85914  0.32
H -3.45603 -3.62178 -1.73319  0.52
H -3.35347 -2.25453 -0.60817  0.11
H -2.52851 -3.78142 -0.23021  -0.02
H -2.59054 -2.03903 -3.56324  0.57
H -1.04577 -1.21072 -3.32925  0.31
H -2.47819 -0.74205 -2.36829  0.23
H 2.31145 -3.75687 1.78362  0.24
H 1.93827 -4.91890 3.06425  0.57
H 1.20219 -3.30425 3.09113  0.25
H 1.52696 -5.31311 -0.04940  0.27
H -0.04936 -6.12078 0.10286  0.33
H 1.27162 -6.55568 1.19582  0.50
H -1.06671 -4.40140 3.23973  0.29
H -0.36419 -6.02802 3.14225  0.45
H -1.59454 -5.52148 1.97140  0.36

Results
**Relative energy (zero: lowest compared OMol25 entry of this formula, charge and spin)**: 0.000 eV
**HOMO level (alpha / beta)**: -8.6 / -8.7 eV
**Calculated total energy**: -66386.6429 eV
**Frontier orbital gap (alpha / beta)**: 6.91 / 7.19 eV

***

Record 4
Molecular formula: C5H10O
Method: DFT, the ωB97M-V functional and the def2-TZVPD basis

Each line ends with the Mulliken charge.
CARTESIAN COORDINATES (ANGSTROEM)
C 1.74478 0.53287 -0.49742  -1.44
C 0.45024 -0.05759 -0.00666  1.35
O 0.92757 -1.36001 0.81579  -0.67
C -0.77159 -0.32129 -0.91525  -0.90
C -1.71841 0.28363 0.16079  -0.34
C -0.47411 0.51005 1.05365  -1.00
H 1.62553 1.46967 -1.05721  0.36
H 2.23050 -0.20226 -1.14356  0.33
H 2.39512 0.72653 0.36136  0.34
H 0.45338 -2.19100 0.62546  0.32
H -0.77864 0.23776 -1.86029  0.26
H -0.89372 -1.38140 -1.14485  0.25
H -2.46096 -0.40067 0.58623  0.24
H -2.25665 1.17113 -0.19662  0.25
H -0.17744 -0.44725 1.59587  0.27
H -0.29561 1.42982 1.62270  0.36

Results
**Relative energy (zero: lowest compared OMol25 entry of this formula, charge and spin)**: 2.402 eV
**HOMO level**: -9.7 eV
**Calculated total energy**: -7392.3628 eV
**SMILES**: CC1(O)CCC1
**Frontier orbital gap**: 10.65 eV

***

Record 5
Molecular formula: C30H45AuN2OS2Si
Method: DFT, the ωB97M-V functional and the def2-TZVPD basis

Each line ends with the Mulliken charge.
CARTESIAN COORDINATES (ANGSTROEM)
Au 0.24952 -0.24198 0.10753  1.69
S -1.37794 1.06611 1.70922  -0.71
C -2.07962 -0.26469 2.63128  0.07
N -3.25435 0.08573 3.36187  0.14
C -3.71252 -0.87879 4.31349  -0.92
C -3.69381 -2.27867 3.70086  -0.71
N -2.37549 -2.60322 3.23130  0.18
C -1.79220 -3.79143 3.81903  -1.80
C -1.50535 -3.69327 5.29898  0.82
C -0.61244 -2.73017 5.77966  0.03
C -0.33354 -2.64221 7.13364  -0.77
C -0.93927 -3.50587 8.04117  -0.31
C -1.83421 -4.45743 7.57579  -0.57
C -2.11372 -4.54543 6.21767  -0.34
C -1.56572 -1.53032 2.71507  -0.25
S 0.05693 -1.95635 2.18151  -0.53
C -4.21742 1.03784 2.84025  -1.36
C -5.49615 0.42133 2.35297  0.50
C -6.68659 0.54865 3.07035  -0.36
C -7.86416 -0.02910 2.61881  -0.62
C -7.87832 -0.75156 1.43316  -0.46
C -6.69429 -0.89539 0.71545  -0.41
C -5.52102 -0.31952 1.16904  -0.33
H -4.72543 -0.62130 4.63275  0.34
H -3.05897 -0.88347 5.19971  0.46
H -4.42328 -2.30718 2.87652  0.27
H -4.00347 -3.01125 4.45380  0.39
H -0.85508 -3.96038 3.28448  0.46
H -2.46475 -4.63797 3.63419  0.38
H -0.12226 -2.07933 5.06144  0.39
H 0.37216 -1.89977 7.48951  0.37
H -0.71315 -3.43782 9.09946  0.34
H -2.31023 -5.13820 8.27406  0.34
H -2.80520 -5.30241 5.85984  0.33
H -3.69908 1.53904 2.02029  0.47
H -4.44078 1.79036 3.61177  0.28
H -6.68653 1.12464 3.99016  0.35
H -8.77888 0.08687 3.19061  0.34
H -8.79974 -1.18744 1.06603  0.36
H -6.69519 -1.45624 -0.21214  0.41
H -4.60314 -0.43200 0.60075  0.62
C 0.44037 -0.81502 -3.53648  -1.62
Si -0.36411 -1.41882 -1.87881  -0.21
C -2.27683 -1.31259 -2.33170  2.54
C -2.73297 -2.09715 -3.56419  -2.08
C -2.56520 0.17488 -2.56893  -2.08
C -3.12780 -1.73603 -1.12782  -1.15
C 0.23058 -3.29748 -1.88626  2.22
C 0.23402 -3.99068 -3.25271  -1.90
C -0.58805 -4.15310 -0.91485  -1.76
C 1.67534 -3.27329 -1.36767  -1.85
H 0.08060 -1.32452 -4.43758  0.29
H 1.52677 -0.94100 -3.49174  0.33
H 0.25877 0.25621 -3.66113  0.31
H -2.11886 -1.85940 -4.43696  0.35
H -3.77834 -1.85632 -3.81109  0.48
H -2.67519 -3.17306 -3.38529  0.34
H -2.00857 0.56367 -3.42678  0.40
H -2.27931 0.75841 -1.68875  0.27
H -3.63751 0.33533 -2.75690  0.47
H -3.06125 -2.80838 -0.93667  -0.19
H -4.18796 -1.48839 -1.29805  0.55
H -2.78868 -1.22103 -0.22213  -0.38
H -0.76714 -4.04715 -3.68315  0.26
H 0.61177 -5.01924 -3.15262  0.54
H 0.87900 -3.46294 -3.96153  0.32
H -1.61149 -4.29964 -1.27281  0.23
H -0.62899 -3.68367 0.07014  0.22
H -0.13400 -5.14990 -0.79785  0.52
H 2.31185 -2.61129 -1.96341  0.28
H 2.11281 -4.28340 -1.39166  0.46
H 1.69512 -2.91308 -0.33733  0.20
C 1.93006 3.30509 1.16234  -0.69
O 1.98896 2.08305 0.41637  -0.15
C 1.87727 0.90249 1.01125  -0.04
C 1.98347 0.96857 2.50367  -1.26
H 1.01851 3.34031 1.76050  0.26
H 1.91906 4.10095 0.42073  0.26
H 2.79575 3.41817 1.81962  0.31
H 2.87475 1.53850 2.81508  0.53
H 2.03358 -0.04278 2.90043  0.32
H 1.08949 1.45067 2.91404  0.23

Results
**Net charge**: -2
**Relative energy (zero: lowest compared OMol25 entry of this formula, charge and spin)**: 0.000 eV
**HOMO level**: 0.5 eV
**Calculated total energy**: -70107.3203 eV
**Frontier orbital gap**: 4.03 eV

***

Q: The highest calculated total energy belongs to which entry?
A: C5H10O